[1]
Below is a single C23H24N4O2S molecule at a distorted geometry, with properties calculated with the ωB97M-V functional and the def2-TZVPD basis.

Positions of all 54 atoms, in Å:
1 C -0.16 -0.78 -2.12
2 C -1.25 0.19 -1.91
3 N -2.14 0.97 -1.72
4 N -0.75 -2.14 -2.28
5 C -0.05 -3.17 -2.84
6 C -0.62 -4.44 -3.00
7 C -1.95 -4.69 -2.59
8 C -2.67 -3.58 -2.09
9 C -2.05 -2.35 -1.93
10 H 0.49 -0.53 -3.03
11 H 0.94 -2.94 -3.20
12 H -0.01 -5.26 -3.37
13 H -2.39 -5.69 -2.63
14 H -3.70 -3.67 -1.77
15 H -2.62 -1.50 -1.56
16 C -3.03 -2.05 6.08
17 C -2.15 -1.97 4.85
18 C -2.71 -2.24 3.60
19 C -1.92 -2.23 2.45
20 C -0.56 -1.96 2.56
21 S 0.43 -2.18 1.08
22 N 0.25 -0.74 0.38
23 C 0.81 -0.50 -0.87
24 C 1.30 0.98 -1.00
25 C 2.21 1.39 -2.01
26 C 2.58 2.76 -2.14
27 C 2.08 3.77 -1.28
28 N 2.34 5.14 -1.51
29 C 1.65 5.98 -2.49
30 C 3.52 5.85 -1.09
31 C 1.23 3.30 -0.23
32 C 0.84 1.95 -0.12
33 O 1.79 -2.45 1.53
34 O -0.25 -3.24 0.34
35 C 0.00 -1.62 3.79
36 C -0.79 -1.63 4.93
37 H -2.46 -1.80 6.99
38 H -3.89 -1.36 6.00
39 H -3.45 -3.06 6.19
40 H -3.77 -2.47 3.52
41 H -2.36 -2.43 1.49
42 H 1.60 -1.21 -1.25
43 H 2.67 0.63 -2.63
44 H 3.24 3.02 -2.94
45 H 0.73 5.51 -2.87
46 H 1.41 6.95 -2.02
47 H 2.33 6.24 -3.32
48 H 4.14 5.33 -0.36
49 H 4.15 6.13 -1.95
50 H 3.24 6.83 -0.68
51 H 0.85 4.02 0.49
52 H 0.20 1.64 0.74
53 H 1.04 -1.35 3.85
54 H -0.37 -1.38 5.91

=====

[2]
Below is a single C23H24N4O2S2 molecule at a distorted geometry, with properties calculated with the ωB97M-V functional and the def2-TZVPD basis.

Positions of all 55 atoms, in Å:
1 C -6.49 3.05 -0.53
2 O -5.59 4.09 -0.23
3 C -4.37 3.78 0.28
4 C -3.54 4.86 0.57
5 C -2.28 4.65 1.10
6 C -1.83 3.35 1.36
7 N -0.56 3.20 1.91
8 C 0.04 2.07 2.32
9 N -0.41 0.86 2.22
10 N 0.40 -0.06 2.73
11 C 1.49 0.40 3.22
12 S 2.75 -0.55 3.93
13 C 2.01 -2.20 3.72
14 C 1.53 -2.51 2.29
15 O 0.51 -3.17 2.18
16 C 2.41 -2.04 1.26
17 C 2.17 -1.98 -0.08
18 N 3.11 -1.49 -0.95
19 C 4.42 -1.05 -0.56
20 C 2.62 -1.47 -2.25
21 C 3.24 -1.06 -3.42
22 C 2.51 -1.15 -4.60
23 C 1.22 -1.63 -4.61
24 C 0.61 -2.04 -3.44
25 C 1.31 -1.96 -2.26
26 C 0.92 -2.34 -0.86
27 C -0.28 -1.53 -0.37
28 C 0.64 -3.85 -0.78
29 S 1.65 2.16 3.10
30 C -2.66 2.28 1.07
31 C -3.92 2.49 0.54
32 H -6.09 2.38 -1.29
33 H -7.39 3.53 -0.91
34 H -6.74 2.47 0.37
35 H -3.89 5.85 0.37
36 H -1.65 5.49 1.32
37 H -0.05 4.06 2.08
38 H 1.17 -2.29 4.40
39 H 2.80 -2.89 4.01
40 H 3.35 -1.66 1.62
41 H 4.35 -0.20 0.13
42 H 4.97 -0.73 -1.45
43 H 4.97 -1.85 -0.07
44 H 4.25 -0.68 -3.43
45 H 2.98 -0.83 -5.52
46 H 0.68 -1.69 -5.55
47 H -0.41 -2.42 -3.45
48 H -1.15 -1.76 -1.00
49 H -0.08 -0.47 -0.43
50 H -0.52 -1.79 0.65
51 H 0.39 -4.12 0.24
52 H -0.21 -4.09 -1.42
53 H 1.50 -4.42 -1.11
54 H -2.32 1.28 1.27
55 H -4.54 1.63 0.32

As for the SMILES: COc1ccc(Nc2nnc(SCC(=O)/C=C3/N(C)c4ccccc4C3(C)C)s2)cc1.

=====

[3]
Below is a single C23H24N4O5 molecule at a distorted geometry, with properties calculated with the ωB97M-V functional and the def2-TZVPD basis.

Positions of all 56 atoms, in Å:
1 O -2.54 -1.24 1.56
2 C -2.14 -1.50 0.44
3 C -2.00 -2.96 0.03
4 C -1.15 -3.67 1.09
5 C 0.25 -3.19 1.05
6 N 1.32 -3.88 0.88
7 N 2.36 -3.02 0.88
8 C 1.87 -1.83 1.03
9 C 2.58 -0.57 1.01
10 C 1.87 0.62 1.16
11 C 2.52 1.85 1.07
12 C 3.87 1.83 0.84
13 C 4.58 0.63 0.71
14 C 3.96 -0.59 0.79
15 O 5.90 0.91 0.51
16 C 6.01 2.32 0.48
17 O 4.73 2.88 0.71
18 O 0.52 -1.86 1.15
19 N -1.83 -0.51 -0.44
20 C -1.40 -0.67 -1.82
21 C 0.11 -0.61 -1.96
22 C 0.76 0.61 -2.10
23 C 2.14 0.62 -2.20
24 N 2.89 -0.47 -2.18
25 C 2.27 -1.63 -2.07
26 C 0.89 -1.76 -1.96
27 C -1.90 0.86 0.04
28 C -3.17 1.60 -0.42
29 C -4.45 1.06 0.23
30 C -5.12 2.31 0.81
31 C -3.91 3.22 1.04
32 O -3.06 2.97 -0.06
33 H -1.55 -3.10 -0.95
34 H -3.00 -3.39 0.03
35 H -1.58 -3.46 2.07
36 H -1.14 -4.75 0.93
37 H 0.81 0.59 1.34
38 H 1.98 2.78 1.17
39 H 4.49 -1.52 0.68
40 H 6.39 2.64 -0.50
41 H 6.70 2.65 1.27
42 H -1.78 -1.61 -2.23
43 H -1.84 0.15 -2.40
44 H 0.21 1.53 -2.15
45 H 2.68 1.55 -2.31
46 H 2.91 -2.51 -2.07
47 H 0.45 -2.74 -1.88
48 H -1.89 0.82 1.13
49 H -1.02 1.41 -0.30
50 H -3.23 1.57 -1.52
51 H -5.09 0.55 -0.49
52 H -4.20 0.36 1.03
53 H -5.66 2.11 1.73
54 H -5.79 2.76 0.09
55 H -4.15 4.28 1.04
56 H -3.40 2.96 1.98

As for the SMILES: O=C(CCc1nnc(-c2ccc3c(c2)OCO3)o1)N(Cc1ccncc1)C[C@H]1CCCO1.

=====

Relative energy (zero: lowest compared OMol25 entry of this formula, charge and spin) list, top to bottom, in kcal per mole: 115.4 31.3 96.6